1.
Density functional theory data (wB97M-V/def2-TZVPD) for a structure of composition C26H56LaNO2P2Si4Te.

Calculated values
ΔE to the lowest compared entry with this formula, charge and spin: 0.373 eV
charge: 0
molar mass: 855.537 u

Geometry as XYZ:
```
93
Properties=species:S:1:pos:R:3:forces:R:3
La 0.46315 0.40166 0.61035 -2.25 0.71 -2.43
Te -1.12801 -2.09660 1.87469 -0.01 -0.66 0.39
P -2.57310 0.75076 0.97007 -0.16 0.31 -0.48
P 2.02363 -1.51404 -0.97794 -0.32 0.00 -0.24
Si -4.13674 -3.86414 3.61275 0.70 0.43 0.04
Si -2.78767 -0.94317 5.69321 0.26 -0.42 -0.65
Si -2.21172 -2.59201 4.09249 0.01 -0.38 0.00
Si -0.74075 -4.11808 5.11761 -0.44 0.50 -0.40
O -0.13652 2.72112 -1.21816 0.58 0.68 1.31
O 4.56789 0.55043 -4.27517 -1.15 0.68 0.70
N -1.09303 -0.28343 -1.39468 -0.10 -0.70 -0.44
C -3.90567 0.73065 2.21707 -0.08 -0.03 0.24
C -0.21919 -0.48686 -2.44808 -0.13 0.17 0.52
C 1.51692 -3.24723 -1.30372 -0.11 -0.27 0.04
C 1.29219 0.53579 3.14008 -0.50 1.27 1.02
C -1.72874 0.58775 5.39900 -0.06 0.30 0.24
C 0.95788 1.86407 2.89257 0.50 -1.20 0.98
C -3.61970 -5.43920 2.71662 -0.31 -0.10 -0.13
C -2.11371 -0.85786 -3.91400 0.35 0.19 0.03
C -4.61648 -0.49709 5.57238 -0.14 0.23 0.20
C 1.19663 -0.48061 -2.16735 0.10 1.11 -0.09
C -2.41670 -0.44539 -1.56942 -0.13 -0.29 -0.24
C -5.03742 -4.31273 5.20928 -0.29 -0.15 -0.05
C -5.29906 -2.87171 2.51147 -0.30 -0.18 -0.14
C 1.58040 2.58642 1.84871 -0.51 0.94 -0.87
C -3.33854 -0.27728 -0.37535 0.13 0.04 0.06
C -2.95929 -0.77955 -2.80761 -0.15 0.21 0.37
C 3.76857 -1.49362 -1.53672 0.28 0.17 0.04
C 2.63303 1.99983 1.11112 0.77 -0.62 0.52
C -1.59380 -5.06273 6.51069 0.25 -0.17 0.19
C 2.23869 -0.16750 2.25698 -0.07 -2.00 0.18
C 0.68720 -3.09136 5.79410 0.33 -0.29 0.18
C -2.48188 -1.61437 7.42967 -0.09 0.21 0.20
C 3.00859 0.67549 1.32109 0.67 0.91 -0.59
C -2.88849 2.40109 0.23959 -0.32 0.37 -0.24
C -0.75050 -0.67874 -3.74515 -0.10 0.13 -0.11
C -0.09169 -5.36715 3.86520 0.25 -0.11 0.13
H -0.22911 2.56630 -2.14094 -0.09 -0.42 -1.32
H 1.37051 -3.77288 6.32365 0.03 0.27 -0.04
H -4.80538 0.25725 4.79825 0.03 -0.18 0.16
H -5.07707 -3.49366 5.93879 0.03 -0.18 -0.17
H 0.36735 -2.31302 6.49909 0.03 -0.21 -0.17
H 5.39680 0.49295 -4.71318 1.14 -0.13 -0.61
H -5.26786 -1.35791 5.37766 0.19 0.17 0.04
H 0.66742 -5.98422 4.37072 -0.12 0.03 -0.17
H -6.15185 -3.51902 2.25444 0.08 0.22 -0.03
H 1.84160 0.04136 -2.88631 -0.22 -0.71 -0.11
H -4.81506 -2.56690 1.57352 -0.03 -0.09 0.23
H -2.80466 -0.83446 8.13622 0.08 -0.19 -0.02
H 2.61399 -1.14015 2.54699 1.85 0.41 1.76
H -6.07183 -4.57170 4.93666 0.14 0.00 0.20
H 0.80505 -0.04615 3.92398 0.15 0.35 -0.18
H -3.60826 -1.26701 0.03266 0.22 0.35 -0.09
H -2.94984 -5.22760 1.87252 -0.13 0.02 0.20
H 2.41202 -3.88515 -1.28396 -0.35 0.02 0.04
H -4.53144 -5.91131 2.31944 0.23 -0.06 0.03
H -4.91590 -0.06648 6.53955 -0.06 -0.02 -0.20
H -3.85462 2.39055 -0.28401 0.13 0.27 0.12
H -4.10177 -0.28629 2.58267 0.16 0.26 -0.13
H -2.08849 2.68175 -0.46273 -0.48 -0.16 0.35
H -4.26437 0.23164 -0.69246 0.22 -0.25 0.07
H -0.04638 -0.73249 -4.57617 -0.26 -0.13 0.19
H 1.29202 3.62210 1.65586 0.18 -0.33 0.14
H 3.89903 -0.90642 -2.45818 -0.05 -0.26 0.29
H 4.47234 1.49188 -4.05160 0.02 -0.52 -0.10
H 0.38273 -4.87406 3.00705 -0.14 -0.05 0.20
H 1.65236 -0.95435 1.67040 -0.75 -0.08 -0.66
H -2.91893 3.14052 1.05137 0.00 -0.07 -0.20
H 0.20173 3.62922 -1.13694 -0.12 -0.48 0.04
H -5.69489 -1.97408 3.00540 0.10 -0.20 -0.06
H -0.75903 0.48887 5.90592 -0.15 0.03 -0.13
H -4.58977 -5.18767 5.69743 -0.10 0.21 -0.10
H -4.03450 -0.93774 -2.87595 0.27 0.04 -0.13
H -0.87095 -5.80033 6.89172 -0.21 0.08 0.04
H -4.82716 1.15123 1.78776 0.19 -0.14 0.12
H -2.52615 -1.06794 -4.89977 0.12 0.03 0.17
H -3.58875 1.35596 3.06382 -0.15 -0.17 -0.18
H 4.09571 -2.53083 -1.69933 -0.02 0.39 0.00
H -2.48129 -5.61180 6.17132 0.23 0.13 0.01
H 1.25047 -2.60793 4.98378 -0.16 -0.12 0.11
H -2.24000 1.46646 5.81991 0.19 -0.07 -0.06
H -3.12280 -6.15914 3.38049 -0.14 0.20 -0.10
H -1.42639 -1.83334 7.63277 -0.24 0.04 -0.09
H 1.02719 -3.31588 -2.28411 0.16 -0.06 0.22
H -3.06726 -2.51868 7.64180 0.08 0.21 -0.09
H 4.38383 -1.05238 -0.74141 0.02 -0.17 -0.33
H -1.53984 0.77691 4.33347 -0.09 -0.15 0.18
H 0.81937 -3.56403 -0.51572 0.15 -0.05 -0.27
H 0.18938 2.35356 3.49817 0.28 -0.23 -0.14
H -0.87508 -6.03491 3.48419 0.16 0.19 0.12
H 3.82115 0.21099 0.76247 -0.19 0.38 0.26
H -1.88705 -4.41709 7.34765 0.06 -0.13 -0.20
H 3.13880 2.59803 0.34613 -0.08 -0.28 0.30
```
Forces are in eV/Å.


2.
Density functional theory data (wB97M-V/def2-TZVPD) for a structure of composition C26H56N2O16Rb.

Calculated values
energy: -2361.426922 hartree
charge: -1
molar mass: 738.200 u

Geometry as XYZ:
```
101
Properties=species:S:1:pos:R:3:forces:R:3
Rb 0.65459 -0.09742 1.78837 0.48 0.56 -0.61
O -1.31920 -1.21012 -0.57376 1.39 -1.19 0.56
O -0.69560 3.24796 -2.39805 0.10 -3.98 -2.51
O 5.46633 0.76440 -2.73979 -3.56 0.15 1.78
O 2.94736 -0.98053 -2.62001 2.06 2.40 -0.06
O 3.25130 3.58256 0.32462 0.21 1.19 1.48
O -3.22930 -3.14608 -6.60158 0.09 -2.31 -1.00
O 0.44827 -2.39167 3.45397 0.83 -1.87 -0.14
O -3.45634 4.12856 -3.18777 0.37 0.26 0.85
O -2.95081 1.96917 2.86056 0.46 1.26 -1.13
O 6.33048 -0.69952 2.15818 0.18 0.33 0.46
O 3.48566 -0.88943 2.41355 -0.15 0.00 1.06
O 0.78489 -5.20408 -1.94561 0.15 1.89 0.78
O 0.83253 2.25374 -0.26435 -3.24 1.79 1.98
O -4.56446 4.00262 3.40563 0.86 -0.03 -0.29
O 0.10584 4.22137 4.58026 -4.17 -0.03 -1.47
O 1.76432 2.77337 2.65598 -0.69 -0.19 2.66
N -0.53069 -4.43794 -4.44231 -2.17 0.98 0.71
N -2.05912 -0.90393 2.71169 1.59 0.42 0.89
C -2.67168 3.14610 2.05778 -0.91 0.38 -0.04
C -2.31875 5.00708 -2.99930 -0.13 -0.58 -0.74
C -2.00256 -1.93128 0.38499 -1.84 -0.60 1.48
C -0.99390 -3.91763 -3.07490 3.97 -1.50 -1.16
C 4.16351 -0.85643 1.18555 -0.55 -0.29 -1.14
C -2.06850 -1.96144 3.71751 2.56 0.74 -0.53
C 3.27921 2.64293 -0.44438 -0.25 -2.33 -2.78
C -3.32783 4.33641 2.74503 0.55 2.63 -0.47
C -3.38730 -1.80398 -6.46101 0.67 1.30 1.50
C 3.09977 0.20692 -2.13526 -1.10 -3.42 0.11
C -1.12472 4.47133 -2.15382 -1.01 2.78 1.28
C 1.97270 0.62136 -1.43002 -0.27 2.45 1.60
C 5.42766 -0.05277 1.26649 -0.56 0.30 -1.12
C -2.75962 -1.16994 1.51366 -1.93 -0.07 -0.23
C -1.93885 -0.18187 -1.26768 0.31 1.11 0.07
C 0.28359 -3.88544 -2.21913 -1.11 0.05 -0.33
C -1.21643 -3.65570 -5.45306 1.24 -0.77 -0.99
C 1.88351 1.83787 -0.68396 3.93 -2.13 -2.40
C 1.77176 -5.08138 -0.89782 -0.82 -1.06 -0.35
C -2.66138 -3.98692 -5.54812 -0.96 0.15 -2.16
C 1.42682 4.16250 4.76269 1.46 -0.49 0.87
C -0.64435 -2.02596 4.27725 0.63 0.73 2.05
C 4.36997 1.08532 -2.05889 4.48 -1.68 -3.41
C 2.04228 2.94714 4.08104 1.26 0.30 -0.42
C 1.65825 -2.80396 4.22528 -1.40 0.98 -0.02
C 4.42011 2.21072 -1.28197 -3.04 1.81 3.17
H -1.65729 -4.64644 -2.60922 -0.41 0.37 -0.15
H -3.55668 -1.21987 -7.36557 -1.27 -0.89 -0.45
H -2.68832 -2.66861 -0.03236 -0.70 0.34 -0.72
H 2.45810 -3.24614 3.63128 -0.68 0.00 -0.55
H -2.79183 -0.45658 -1.88821 -0.19 -0.35 0.10
H -0.19160 2.96550 -1.63137 0.61 -0.75 0.45
H -1.38880 -2.65580 0.92022 1.14 0.44 -0.10
H -3.56046 5.06166 1.96529 -0.39 -0.30 -0.77
H 3.43995 -0.53932 0.43454 0.32 0.41 -0.23
H -2.20121 0.59257 -0.54691 -0.37 0.33 -0.24
H -2.36711 -0.06606 3.18415 -0.06 0.30 -0.53
H 5.74361 0.10574 0.23540 0.74 -0.38 -0.07
H 1.35938 -3.47713 5.02877 -0.05 -0.11 -0.07
H 3.10858 3.03967 4.28731 0.38 -0.06 -0.45
H -2.72954 5.06368 3.29388 0.57 -0.97 1.32
H -2.25833 -2.97155 3.35455 -0.70 0.20 -0.26
H -0.31531 -1.06694 4.67738 -0.63 0.79 0.07
H 1.45795 -4.34901 -0.15400 -0.14 -0.09 0.17
H 4.40958 -1.89098 0.94628 0.31 -0.21 -0.39
H 5.24467 0.97125 1.59206 -0.06 -0.14 0.55
H -3.13015 3.24106 -3.35372 0.29 -0.11 0.01
H -5.01839 4.84836 3.42229 -0.41 -0.23 0.25
H -0.84528 -3.93557 -6.43897 0.28 -0.30 -0.13
H -2.72746 5.93770 -2.60559 0.12 -0.15 0.56
H -0.06389 3.82087 3.72446 -0.42 0.11 -0.41
H 4.24243 -1.10733 2.96258 -0.18 -0.03 1.05
H -1.63556 3.26525 1.74099 0.17 -0.05 0.66
H 1.40659 4.00646 5.84127 1.57 0.10 0.37
H -3.24401 -4.16067 -4.64344 -0.16 1.08 0.34
H -3.72177 2.37695 3.26172 -0.73 -1.16 0.93
H -3.60104 -1.71293 1.94410 -0.56 -1.19 -1.24
H -2.69955 -1.61465 4.53580 -0.24 -0.73 0.24
H -1.14302 0.21869 -1.89562 -0.23 0.16 -0.13
H -3.31765 -0.27668 1.23301 0.60 0.32 -0.65
H -0.73179 -2.57990 5.21191 0.42 -0.97 0.02
H -3.23907 3.25036 1.13295 -0.06 -1.59 -0.50
H 1.09107 -0.00194 -1.45534 -0.17 -0.11 -0.24
H 1.78525 2.05537 4.65270 -0.61 -0.22 -0.41
H 2.42139 3.24596 2.13973 0.35 0.34 -0.93
H -4.11399 -1.75099 -5.65032 -0.30 1.49 -0.08
H 6.83031 -1.39639 1.72673 -0.14 0.07 -0.34
H -1.28995 -2.86869 -3.06189 -0.66 -0.10 -0.41
H 1.75501 -6.09718 -0.50287 0.49 0.16 0.50
H -0.97517 -2.59292 -5.47308 -0.40 0.43 0.79
H -0.24039 5.10064 -2.25393 -0.32 1.22 -0.09
H 1.07379 -3.26122 -2.63630 0.04 0.08 -0.39
H 2.77888 -4.80698 -1.21169 -0.06 0.03 -0.49
H 1.85198 5.13080 4.49861 0.74 -0.07 -0.10
H -2.05229 5.28934 -4.01784 0.81 -0.11 -0.08
H -2.79211 -4.92944 -6.07977 0.44 -0.36 0.36
H -1.36269 4.40738 -1.09204 -0.74 1.22 0.45
H 5.26724 2.85022 -1.08244 0.52 -0.36 -0.56
H -2.45983 -1.27445 -6.24307 0.40 -0.11 1.10
H 0.46315 -4.37223 -4.60987 0.09 0.20 0.65
H -0.11483 -3.29144 -1.39662 0.67 -0.53 1.26
H 2.08818 -1.90367 4.66431 -0.03 0.12 0.17
```
Forces are in eV/Å.